The following is a DFT calculation (ωB97M-V/def2-TZVPD) of a 8-piece molecular cluster, C23H46BF3O7 overall.

Geometry as XYZ:
```
80
Properties=species:S:1:pos:R:3
C -1.4504 2.4879 -0.4977
B -2.7601 1.7037 -0.7666
C -4.2039 2.3719 -0.4696
F -4.8376 1.7717 0.5313
F -4.9632 2.1976 -1.5736
F -4.1857 3.6732 -0.2366
H -0.6204 1.8435 -0.1798
H -1.1326 2.9173 -1.4549
H -1.6277 3.2786 0.2295
H -2.7754 0.6092 -1.2338
C 3.0193 0.9213 0.3609
C 2.2772 1.0285 -0.9466
O 1.0916 1.2828 -0.9798
C 3.0656 0.8038 -2.2094
H 2.3310 1.1050 1.1842
H 3.4379 -0.0810 0.4665
H 3.8196 1.6624 0.3981
H 3.4844 -0.2037 -2.2094
H 3.8679 1.5404 -2.2876
H 2.4066 0.9083 -3.0692
C -3.3661 2.3010 3.3184
C -2.5571 3.5122 3.7145
O -1.7311 3.9886 2.9677
C -2.8219 4.1012 5.0769
H -3.0744 1.9842 2.3210
H -3.1801 1.4831 4.0166
H -4.4289 2.5468 3.3128
H -2.6120 3.3618 5.8511
H -3.8629 4.4237 5.1465
H -2.1744 4.9590 5.2311
C 1.9962 5.4783 7.5233
C 0.9097 5.6443 6.4882
O -0.1771 5.1315 6.6250
C 1.2379 6.4773 5.2736
H 1.6271 4.8594 8.3385
H 2.8660 4.9934 7.0772
H 2.2845 6.4524 7.9215
H 2.0755 6.0345 4.7326
H 1.4940 7.4942 5.5763
H 0.3728 6.5116 4.6144
C -0.2642 -2.6002 -0.0663
C 0.5255 -2.5127 -1.3480
O 1.7329 -2.4064 -1.3370
C -0.2463 -2.5591 -2.6405
H 0.4168 -2.5519 0.7808
H -0.9641 -1.7653 -0.0027
H -0.8090 -3.5451 -0.0278
H -0.9457 -1.7223 -2.6843
H -0.7936 -3.5009 -2.7171
H 0.4435 -2.4828 -3.4786
C -0.5016 -1.4440 -7.3801
C -0.1244 -0.5604 -6.2183
O 0.7951 -0.8415 -5.4840
C -0.9448 0.6900 -6.0084
H 0.1649 -2.3027 -7.4083
H -1.5260 -1.7993 -7.2605
H -0.4076 -0.8910 -8.3169
H -1.9891 0.4263 -5.8331
H -0.8728 1.3357 -6.8851
H -0.5670 1.2289 -5.1413
C 2.9686 -3.2454 5.0960
C 2.2275 -3.1274 3.7859
O 1.0498 -2.8545 3.7506
C 3.0219 -3.3654 2.5245
H 2.2826 -3.0511 5.9178
H 3.3756 -4.2519 5.2057
H 3.7800 -2.5168 5.1331
H 3.4302 -4.3774 2.5256
H 3.8347 -2.6407 2.4532
H 2.3750 -3.2502 1.6575
C 0.6350 -6.1521 -4.7854
C -0.7009 -5.5388 -5.1271
O -0.7810 -4.4332 -5.6103
C -1.9312 -6.3649 -4.8379
H 1.4288 -5.4538 -5.0424
H 0.6857 -6.3661 -3.7163
H 0.7781 -7.0747 -5.3503
H -1.9892 -6.5884 -3.7712
H -1.8974 -7.2964 -5.4050
H -2.8182 -5.8065 -5.1297
```

Net charge: 0
Structure (SMILES): CBC(F)(F)F.CC(C)=O.CC(C)=O.CC(C)=O.CC(C)=O.CC(C)=O.CC(C)=O.CC(C)=O
HOMO level in eV: -9.17
Kohn-Sham gap in eV: 9.7

The following is a DFT calculation (ωB97M-V/def2-TZVPD) of a 3-piece molecular cluster, C23H46N3O8P2 overall.

Geometry as XYZ:
```
82
Properties=species:S:1:pos:R:3
C 7.4426 -3.0072 5.0521
C 7.9116 -1.4074 5.0811
C 9.4533 -0.8999 5.3126
C 9.8326 0.7219 5.3190
C 8.5953 1.8026 5.1326
C 7.0347 1.3162 4.8992
C 5.8054 2.4325 4.7150
N 4.4235 1.8298 4.8055
C 3.9173 1.3871 6.1595
C 3.1363 -0.0265 5.7239
N 3.0860 -0.0032 4.1817
C 3.8293 1.2013 3.5655
N 3.8823 1.6106 2.2510
C 6.7182 -0.2950 4.8543
H 8.1039 -3.6607 4.3403
H 7.5729 -3.3806 6.1723
H 6.2823 -3.0644 4.7839
H 10.3080 -1.6893 5.4619
H 10.9577 1.0906 5.4515
H 8.8527 2.9558 5.1344
H 5.9194 3.1536 5.6588
H 5.9899 3.1149 3.7759
H 4.6661 1.2184 7.0423
H 2.9672 2.0674 6.4045
H 2.0051 -0.1113 6.0260
H 3.7664 -1.0020 5.9980
H 3.5332 -0.8781 3.7915
H 3.6957 2.6145 1.9548
H 4.0618 0.8747 1.5305
H 5.6290 -0.6850 4.6581
O -0.7267 0.2793 -0.4625
P -1.5901 0.5018 0.8033
O -0.6809 -0.4939 1.7664
C 0.5705 -0.0280 2.2265
C 0.3896 0.8789 3.4265
O -2.6939 -0.6643 0.3557
C -3.1140 -0.7632 -0.9968
C -2.5229 -2.0155 -1.6143
O -2.5549 0.7503 2.2176
C -3.9692 0.6832 2.1878
C -4.4138 -0.6267 2.8217
H 1.1100 0.4841 1.4228
H 1.1588 -0.9038 2.5150
H -0.1256 1.8003 3.1420
H 1.3581 1.1432 3.8642
H -0.2248 0.3907 4.1921
H -2.8521 0.1322 -1.5700
H -4.2078 -0.8352 -1.0007
H -1.4298 -2.0049 -1.5647
H -2.8248 -2.1170 -2.6604
H -2.8532 -2.9037 -1.0652
H -4.3643 0.8104 1.1766
H -4.3486 1.5150 2.7878
H -4.0432 -1.4928 2.2652
H -5.5043 -0.6897 2.8698
H -4.0095 -0.7165 3.8362
O -3.7965 -0.5314 -4.8655
P -4.7869 0.1363 -5.8506
O -5.5440 -1.2784 -6.2641
C -6.4483 -1.8531 -5.3440
C -7.7972 -1.1688 -5.4293
O -3.6880 0.1080 -7.1036
C -2.3266 0.4301 -6.8620
C -1.4886 -0.8294 -6.9640
O -5.8936 0.8824 -6.9513
C -5.4730 1.8232 -7.9227
C -5.4694 1.1531 -9.2887
H -6.0453 -1.8053 -4.3270
H -6.5561 -2.9090 -5.6086
H -7.7281 -0.1318 -5.0899
H -8.5369 -1.6882 -4.8108
H -8.1547 -1.1445 -6.4654
H -2.1921 0.9278 -5.8961
H -2.0115 1.1420 -7.6338
H -1.8232 -1.5880 -6.2497
H -0.4329 -0.6142 -6.7770
H -1.5860 -1.2725 -7.9607
H -4.5041 2.2639 -7.6738
H -6.2039 2.6366 -7.9278
H -4.7635 0.3182 -9.3290
H -5.2052 1.8653 -10.0751
H -6.4568 0.7324 -9.5102
```

Net charge: +1
HOMO level in eV: -10.95
Kohn-Sham gap in eV: 6.6